1.
Molecular formula: C17H49InNO7P2
Method: DFT, ωB97M-V/def2-TZVPD

For the largest force on an atom, the calculation gives 0.56 eV/A. As for the net charge: -1. For the total energy, the calculation gives -58001.11327 eV.

Structure (XYZ):
```
77
Properties=species:S:1:pos:R:3:lowdin_charge:R:1
C -1.268 3.925 2.929 -0.140
C -2.475 3.959 1.978 -0.272
C -2.090 4.119 0.487 -0.379
N -2.212 2.959 -0.386 -0.212
In -1.411 1.081 0.163 0.387
P -3.199 -0.678 -0.312 0.602
C -2.889 -1.972 0.980 -0.438
C -4.694 0.139 0.429 -0.441
P 0.550 0.858 -1.461 0.362
O 1.863 0.588 -0.822 -0.399
O 0.549 2.225 -2.376 -0.253
O 0.346 -0.242 -2.653 -0.236
H -0.414 3.452 2.443 0.045
H -1.484 3.362 3.838 0.060
H -0.977 4.939 3.211 0.060
H -3.098 4.817 2.257 0.087
H -3.095 3.070 2.105 0.080
H -1.064 4.495 0.424 0.082
H -2.728 4.912 0.074 0.093
H -3.166 2.895 -0.715 -0.003
H -0.890 0.981 1.805 -0.075
H -3.713 -2.687 0.983 0.006
H -2.785 -1.540 1.979 0.020
H -1.972 -2.501 0.717 0.000
H -4.984 0.988 -0.192 0.003
H -5.529 -0.564 0.482 0.011
H -4.503 0.526 1.435 0.014
H 0.116 2.934 -1.868 0.001
H -0.388 0.032 -3.218 0.048
C 0.653 7.205 -2.809 -0.067
C 0.987 5.871 -2.158 -0.488
C 2.011 5.089 -2.967 -0.060
O -0.197 5.107 -1.948 -0.068
H 0.218 7.040 -3.799 0.078
H -0.074 7.752 -2.208 0.076
H 1.545 7.823 -2.929 0.074
H 1.380 6.049 -1.154 0.140
H 1.612 4.866 -3.961 0.084
H 2.246 4.140 -2.486 0.071
H 2.935 5.659 -3.089 0.076
H -0.593 4.908 -2.804 0.097
C 6.155 -0.405 -1.574 -0.068
C 5.625 -1.105 -0.329 -0.517
C 5.068 -2.483 -0.661 -0.064
O 4.647 -0.310 0.315 -0.059
H 5.344 -0.256 -2.291 0.083
H 6.556 0.576 -1.315 0.074
H 6.941 -0.990 -2.058 0.070
H 6.436 -1.209 0.398 0.130
H 4.228 -2.387 -1.354 0.084
H 4.701 -2.970 0.244 0.070
H 5.826 -3.121 -1.121 0.071
H 3.902 -0.189 -0.296 0.051
C -1.937 -5.068 -1.559 -0.053
C -2.500 -5.884 -0.406 -0.505
C -2.795 -7.320 -0.814 -0.069
O -3.662 -5.259 0.127 -0.060
H -2.662 -5.023 -2.376 0.082
H -1.731 -4.046 -1.242 0.070
H -1.015 -5.509 -1.944 0.079
H -1.785 -5.884 0.420 0.135
H -3.543 -7.336 -1.613 0.077
H -3.191 -7.885 0.030 0.074
H -1.897 -7.820 -1.180 0.076
H -4.324 -5.205 -0.571 0.088
C -0.109 -3.497 3.344 -0.062
C 0.720 -2.346 2.790 -0.502
C 2.180 -2.442 3.207 -0.059
O 0.167 -1.094 3.170 -0.084
H -0.092 -3.479 4.439 0.077
H -1.146 -3.411 3.019 0.063
H 0.284 -4.462 3.014 0.074
H 0.664 -2.348 1.700 0.139
H 2.263 -2.392 4.299 0.076
H 2.750 -1.616 2.781 0.080
H 2.627 -3.381 2.874 0.073
H 0.185 -1.025 4.131 0.085
```

2.
Molecular formula: C4H27N2O11
Method: DFT, ωB97M-V/def2-TZVPD

Its energy relative to the best compared isomer or geometry (same formula, charge and spin) is 8.119 eV. For the largest force on an atom, the calculation gives 10.79 eV/A. As for the net charge: -1. For the total energy, the calculation gives -30084.48700 eV.

Structure (XYZ):
```
44
Properties=species:S:1:pos:R:3:nbo_charge:R:1
C -2.423 0.747 1.115 -0.241
N -2.637 0.006 -0.126 -0.588
C -3.190 -1.194 -0.169 0.480
O -3.338 -1.720 -1.293 -0.648
C -1.040 0.514 1.797 -0.235
N -0.107 0.032 0.744 -0.733
C 0.513 1.223 -0.024 0.101
O 1.729 1.521 0.471 -0.940
H -3.199 0.341 1.855 0.186
H -2.498 1.830 0.977 0.196
H -2.408 0.545 -0.948 0.382
H -3.510 -1.768 0.732 0.152
H -1.125 -0.015 2.780 0.196
H -0.734 1.484 2.188 0.159
H 0.610 -0.457 1.261 0.390
H -0.226 2.042 -0.066 0.126
H 0.482 0.754 -1.034 0.121
H 1.642 -1.257 -1.675 0.495
H 0.741 -1.035 -0.334 0.482
O 0.938 -1.663 -1.043 -1.038
H 1.843 -2.351 0.930 0.475
H 2.762 -1.552 1.788 0.494
O 2.123 -2.305 1.857 -0.999
H 2.915 1.267 -0.453 0.504
H 4.155 0.426 -0.258 0.473
O 3.747 0.956 -0.956 -1.003
H 2.534 0.763 1.498 0.510
H 2.727 0.382 2.984 0.465
O 3.045 0.135 2.111 -1.022
H 0.515 3.664 0.850 0.471
H 1.234 3.604 -0.392 0.484
O 0.527 4.148 0.007 -0.954
H -1.569 1.800 -1.706 0.491
H -1.899 0.315 -2.038 0.531
O -2.306 1.180 -1.765 -0.864
H -1.607 -2.667 1.129 0.467
H -1.722 -3.255 -0.233 0.486
O -2.061 -3.384 0.667 -0.939
H -0.677 -1.590 -1.891 0.482
H -2.271 -1.557 -1.321 0.429
O -1.623 -1.423 -2.028 -1.035
H 2.946 -0.080 -1.971 0.513
H 1.944 0.084 -3.269 0.481
O 2.497 -0.493 -2.745 -0.984
```

3.
Molecular formula: C4H5N2O2S
Method: DFT, ωB97M-V/def2-TZVPD

Its energy relative to the best compared isomer or geometry (same formula, charge and spin) is 2.718 eV. The SMILES is O=C1CCC(=S)N[N+]1=O. For the largest force on an atom, the calculation gives 3.56 eV/A. As for the net charge: +1. For the total energy, the calculation gives -22128.04552 eV.

Structure (XYZ):
```
14
Properties=species:S:1:pos:R:3:nbo_charge:R:1
O -2.662 0.162 -0.224 -0.331
C -1.528 0.142 -0.025 0.692
C -0.523 1.165 0.219 -0.575
C 0.847 0.932 -0.320 -0.523
C 1.299 -0.441 -0.064 0.052
S 2.923 -0.844 -0.015 0.189
N 0.377 -1.456 0.162 -0.360
N -0.951 -1.354 0.095 0.327
O -1.695 -2.333 0.115 -0.152
H -1.046 2.052 -0.182 0.309
H -0.555 1.505 1.249 0.305
H 1.494 1.629 0.115 0.294
H 1.120 1.185 -1.369 0.299
H 0.900 -2.344 0.244 0.473
```